Density functional theory data (ωB97M-V/def2-TZVPD) for a single C4H6N2O molecule.

HOMO energy   -8.4 eV
Largest force on an atom   3.22 eV/Å
Energy above the lowest of the compared OMol25 structures with the same formula, charge and spin   58.0 kcal per mole
LUMO   0.0242 Ha
Calculated total energy   -340.7025 a.u.

Each atom is followed by the atoms it is bonded to, with distances in Å.
Cartesian coordinates (Å):
1 N -0.81760 -1.62771 -0.93037  C2 1.424, H8 1.009, H9 1.020
2 C -0.16838 -0.47132 -0.41286  N1 1.424, C3 1.492, N7 1.413, H10 1.274
3 C -0.68398 0.91412 -0.21014  C2 1.492, O4 1.232, C5 1.479
4 O -1.59110 1.40091 -0.88605  C3 1.232
5 C 0.34001 1.47961 0.69431  C3 1.479, C6 1.362, H11 1.075
6 C 1.12128 0.47332 1.17637  C5 1.362, N7 1.364, H12 1.089
7 N 0.79556 -0.71528 0.59175  C2 1.413, C6 1.364, H13 1.010
8 H -1.08952 -1.41762 -1.87929  N1 1.009
9 H -1.67354 -1.86009 -0.42752  N1 1.020
10 H 0.17216 0.38816 -1.28913  C2 1.274
11 H 0.41212 2.52478 0.93612  C5 1.075
12 H 1.93864 0.51904 1.89407  C6 1.089
13 H 1.24437 -1.60792 0.74273  N7 1.010